Model A:
One molecule with the formula CH6P2S, computed with the ωB97M-V functional and the def2-TZVPD basis.

Results
Frontier orbital gap ... 9.343 eV
Lowest unoccupied orbital energy ... 0.66 eV
Highest occupied orbital energy ... -8.681 eV

Last columns: bonded neighbours and bond lengths (Å).
CARTESIAN COORDINATES (ANGSTROEM)
1 C 1.12 -0.57 -0.24  P2 1.916, H5 1.015, H6 1.165, H7 1.078
2 P 0.25 1.11 -0.59  C1 1.916, P3 2.187, H8 1.380
3 P -1.45 0.64 0.69  P2 2.187, S4 2.119, H9 1.411
4 S -2.46 -0.39 -0.86  P3 2.119, H10 1.380
5 H 1.03 -0.78 0.75  C1 1.015
6 H 2.16 -0.62 -0.76  C1 1.165
7 H 0.51 -1.28 -0.78  C1 1.078
8 H 1.09 1.79 0.27  P2 1.380
9 H -1.74 2.02 0.69  P3 1.411
10 H -3.21 -0.88 0.19  S4 1.380



Model B:
A 2-piece molecular cluster, CH6P2S overall, computed with the ωB97M-V functional and the def2-TZVPD basis.

Results
Frontier orbital gap (spin up / spin down) ... 7.169 / 7.575 eV
Lowest unoccupied orbital energy (spin up / spin down) ... -0.93 / -0.36 eV
Highest occupied orbital energy (spin up / spin down) ... -8.100 / -7.933 eV

Last columns: bonded neighbours and bond lengths (Å).
CARTESIAN COORDINATES (ANGSTROEM)
1 C 1.24 1.44 -0.26  S4 1.698, H5 1.151, H6 1.157
2 P -2.10 -0.95 0.02  H7 1.399, H8 1.426, H9 1.492
3 P 1.47 -1.46 -0.34  S4 2.038, H10 1.422
4 S 2.39 0.28 0.19  C1 1.698, P3 2.038
5 H 0.16 1.02 -0.32  C1 1.151
6 H 1.28 2.51 0.17  C1 1.157
7 H -2.04 -0.32 1.27  P2 1.399
8 H -3.46 -0.60 -0.21  P2 1.426
9 H -1.56 0.26 -0.66  P2 1.492
10 H 2.62 -2.16 0.13  P3 1.422



The most stable arrangement is model A, and the next structure is 2.581 eV less stable.